# 1
Formula: C3H6IO3P
Source: the OMol25 dataset
Level of theory: ωB97M-V/def2-TZVPD

Positions of all 14 atoms, in Å:
C  -1.19615  -2.07473  -0.05137
C  -0.90482  0.45748  -1.74411
C  0.44281  0.42471  2.01719
O  -0.80775  -3.00418  0.48992
O  1.34547  -1.08000  -0.33991
O  -0.42501  0.90188  -0.47409
P  0.87669  0.21258  0.18607
I  2.71540  1.90865  -0.26075
H  -1.11801  1.25187  -2.48748
H  -1.81395  0.00074  -1.74905
H  -0.27026  -0.23070  -2.21542
H  1.40092  0.43085  2.45879
H  -0.26023  1.28302  1.89570
H  0.01490  -0.48218  2.27451

Results
Net charge: 0
Highest occupied orbital energy (alpha / beta) (eV): -5.437 / -9.963
Multiplicity: 3
Kohn-Sham gap (alpha / beta) (hartree): 0.224 / 0.224

Mulliken atomic charge list, values in e, 6 entries:
1 C 0.139
2 C -0.909
3 C -0.964
4 O -0.172
5 O -0.595
6 O -0.292

=====

# 2
Formula: C5H2N2O
Source: the OMol25 dataset
Level of theory: ωB97M-V/def2-TZVPD

Positions of all 10 atoms, in Å:
C  0.58428  1.25219  -0.22568
C  1.45049  -0.73085  -0.07944
C  0.01340  -0.88022  0.13429
C  -0.59391  0.25170  -0.22551
C  -2.07080  0.39081  -0.21470
H  2.15985  -1.61703  -0.10644
H  -0.51032  -1.94208  0.72559
N  1.74645  0.48323  -0.16831
N  -3.24884  0.37476  -0.02015
O  0.46940  2.41750  0.18035

Results
Relative energy (zero: lowest compared OMol25 entry of this formula, charge and spin) (eV): 1.1673
Net charge: 0
Highest occupied orbital energy (eV): -10.724
Kohn-Sham gap (hartree): 0.319

Mulliken atomic charge list, values in e, 6 entries:
1 C 0.341
2 C -0.011
3 C -0.031
4 C 0.302
5 C 0.134
6 H 0.350

=====

# 3
Formula: C25H48F5InO3SSiTe
Source: the OMol25 dataset
Level of theory: ωB97M-V/def2-TZVPD

Positions of all 85 atoms, in Å:
In  0.93432  -1.12280  0.24377
C  -2.23332  -0.33406  2.04239
S  -1.18140  -1.31745  3.13842
O  -1.72744  -2.70844  3.02043
C  -1.81255  -0.68785  4.69333
C  -1.31374  0.50402  5.20094
C  -1.83532  1.00711  6.38366
C  -2.83991  0.31376  7.04964
C  -3.31667  -0.88517  6.53736
C  -2.80164  -1.39723  5.35238
H  -3.05067  -1.01008  1.78460
H  -1.65768  -0.07702  1.15184
H  -2.58367  0.57226  2.53322
H  -0.52705  1.03029  4.67066
H  -1.45424  1.93668  6.78861
H  -3.24923  0.71008  7.97129
H  -4.09454  -1.42706  7.06214
H  -3.13754  -2.33339  4.92257
C  -2.11301  3.36071  -2.32679
C  -1.64552  1.94474  -1.97109
C  -1.62805  1.12091  -3.26464
C  -2.73337  1.29108  -1.10240
Si  0.08445  1.76037  -1.01042
C  0.18964  3.30930  0.24946
C  -1.07678  3.32076  1.11543
C  1.35067  3.07599  1.23298
C  0.36348  4.71539  -0.33865
C  1.50789  2.07176  -2.35853
C  1.71666  0.75412  -3.12193
C  1.31003  3.19239  -3.38575
C  2.83159  2.33475  -1.63036
H  -3.04310  3.31185  -2.91628
H  -1.37501  3.90609  -2.92006
H  -2.32888  3.95821  -1.43934
H  -2.64495  1.07191  -3.68140
H  -1.30228  0.09357  -3.07816
H  -0.98176  1.54725  -4.03312
H  -3.71083  1.37410  -1.60190
H  -2.82701  1.74978  -0.11731
H  -2.52840  0.22860  -0.95324
H  -1.21184  2.36342  1.62549
H  -1.98512  3.53110  0.54889
H  -0.98372  4.09754  1.88967
H  1.39740  2.04782  1.60058
H  1.23179  3.74922  2.09789
H  2.32138  3.29888  0.78907
H  -0.43481  4.99091  -1.03064
H  1.31231  4.81546  -0.86943
H  0.36856  5.46258  0.47253
H  0.85148  0.45772  -3.71459
H  1.92742  -0.06401  -2.42766
H  2.57504  0.84498  -3.80611
H  0.45747  3.00864  -4.04210
H  2.20111  3.27504  -4.03005
H  1.15594  4.16448  -2.91336
H  3.00024  1.61981  -0.81921
H  2.87454  3.33767  -1.20293
H  3.66670  2.24560  -2.34178
C  2.77975  -0.87221  2.59337
O  1.92912  -0.14682  1.75457
H  2.57708  -0.64906  3.65405
H  3.83816  -0.61621  2.41705
H  2.67697  -1.96134  2.48336
F  0.41529  -5.41041  0.42108
Te  -1.01025  -4.09562  0.75404
F  -2.93558  -3.43012  0.71052
F  -1.44112  -5.18155  2.20756
F  -1.91746  -5.47283  -0.25331
F  0.67884  -3.37836  1.90561
O  -0.48034  -3.76872  -1.91206
C  2.70889  -4.09592  -1.35593
C  1.82379  -3.95141  -2.59924
C  2.58292  -3.19703  -3.68909
C  1.43107  -5.35431  -3.07485
C  0.50550  -3.20278  -2.32702
H  3.54135  -4.76835  -1.59523
H  2.15008  -4.51386  -0.51816
H  3.12039  -3.13313  -1.05358
H  3.47827  -3.75551  -3.97570
H  2.89502  -2.21079  -3.33900
H  1.96890  -3.05452  -4.58392
H  2.33494  -5.93985  -3.26609
H  0.83914  -5.31087  -3.99345
H  0.83490  -5.84791  -2.30744
H  0.41537  -2.19461  -2.77717

Results
Relative energy (zero: lowest compared OMol25 entry of this formula, charge and spin) (eV): 2.1661
Net charge: -2
Highest occupied orbital energy (eV): -0.452
Kohn-Sham gap (hartree): 0.170

Mulliken atomic charge list, values in e, 6 entries:
1 In 1.005
2 C -0.394
3 S 0.901
4 O -0.802
5 C -0.187
6 C -0.328

=====

# 4
Formula: C2HFN2OS
Source: the OMol25 dataset
Level of theory: ωB97M-V/def2-TZVPD

Positions of all 8 atoms, in Å:
C  1.39958  -0.08966  0.00040
C  -0.74540  0.09376  -0.01015
H  -0.66854  2.09401  0.28238
N  1.29801  1.17019  -0.00868
N  -0.12345  1.24569  -0.04298
O  0.33306  -0.85050  0.02198
F  2.55722  -0.75394  0.00079
S  -2.32237  -0.34002  -0.00283

Results
Relative energy (zero: lowest compared OMol25 entry of this formula, charge and spin) (eV): 0.1961
Net charge: 0
Highest occupied orbital energy (eV): -9.208
Kohn-Sham gap (hartree): 0.359

Mulliken atomic charge list, values in e, 6 entries:
1 C 0.644
2 C 0.202
3 H 0.300
4 N -0.523
5 N 0.156
6 O -0.225

=====

# 5
Formula: C17H30FN3O6S
Source: the OMol25 dataset
Level of theory: ωB97M-V/def2-TZVPD

Positions of all 58 atoms, in Å:
C  -1.99922  -3.21783  2.47282
C  -1.87318  -2.22133  1.32418
C  -2.64397  -0.94177  1.66554
C  -2.82649  -0.05936  0.45020
O  -3.23491  -0.49001  -0.61547
N  -2.55009  1.26451  0.60246
C  -1.51042  1.90619  1.41917
C  -1.31913  2.94679  0.28620
F  -1.80310  4.17521  0.65403
C  0.15885  3.08879  -0.06047
O  0.86370  3.66668  0.73810
N  0.70879  2.33413  -1.08087
C  2.16833  2.20748  -1.01126
C  2.58144  1.42494  0.22899
S  4.22038  0.77670  0.10260
O  4.53996  0.10155  1.32265
O  4.36737  0.13906  -1.16388
O  5.10699  2.10196  0.03399
C  0.14564  2.23349  -2.41700
C  -0.80968  3.36667  -2.77781
N  -1.53249  3.14266  -3.90123
O  -0.87381  4.39108  -2.13482
C  -2.35181  2.15693  -0.53945
C  -0.42819  -1.85171  0.96166
C  0.49372  -2.92196  0.33766
C  1.06200  -3.88918  1.38146
C  1.68398  -2.19199  -0.29298
C  -0.24458  -3.70181  -0.75051
H  -1.40918  -2.90276  3.33777
H  -3.04028  -3.30282  2.78999
H  -1.66727  -4.21355  2.18628
H  -2.35994  -2.63668  0.43903
H  -3.65031  -1.20040  2.00541
H  -2.15986  -0.39978  2.48248
H  -1.85967  2.35208  2.34927
H  -0.63642  1.27707  1.60103
H  2.48827  1.64881  -1.88863
H  2.64833  3.18792  -1.01930
H  2.53261  2.02282  1.13591
H  1.95393  0.53918  0.34500
H  5.45153  2.29251  0.91885
H  0.96656  2.29259  -3.13431
H  -0.34428  1.26880  -2.58341
H  -1.54464  2.24892  -4.35845
H  -2.18730  3.84784  -4.19381
H  -1.99942  1.60631  -1.40825
H  -3.21971  2.75605  -0.81058
H  -0.48300  -1.02919  0.23492
H  0.06537  -1.44274  1.85448
H  0.29898  -4.52011  1.83182
H  1.79846  -4.54685  0.91429
H  1.56698  -3.34245  2.18135
H  1.35456  -1.47692  -1.05245
H  2.25737  -1.65883  0.46988
H  2.36632  -2.89649  -0.77191
H  -0.69383  -3.02604  -1.48282
H  0.44690  -4.36292  -1.27704
H  -1.04117  -4.32023  -0.33276

Results
Relative energy (zero: lowest compared OMol25 entry of this formula, charge and spin) (eV): 0.6012
Net charge: 0
Highest occupied orbital energy (eV): -9.726
Kohn-Sham gap (hartree): 0.370

Mulliken atomic charge list, values in e, 6 entries:
1 C -1.795
2 C 0.806
3 C -0.778
4 C 0.213
5 O -0.671
6 N 0.118

=====

# 6
Formula: C4H8NO3
Source: the OMol25 dataset
Level of theory: ωB97M-V/def2-TZVPD

Positions of all 16 atoms, in Å:
C  -3.09936  1.33841  0.41433
C  -1.86911  0.89160  -0.46399
O  -2.23081  -0.02178  -1.22015
O  -0.74752  1.45914  -0.33121
H  -4.05319  0.76791  0.04678
H  -3.22535  2.41868  0.38175
H  -2.92306  1.10316  1.40329
C  3.08942  -0.21562  0.63323
C  1.95841  -1.02320  0.30308
O  2.12874  -2.13308  0.70747
N  0.81048  -0.57056  -0.26982
H  -0.03353  -1.23505  -0.33988
H  0.65413  0.43303  -0.54574
H  3.85029  -0.74057  1.27188
H  2.83543  0.59054  1.24562
H  3.54253  0.27488  -0.14374

Results
Relative energy (zero: lowest compared OMol25 entry of this formula, charge and spin) (eV): 1.4365
Net charge: -1
Highest occupied orbital energy (eV): -4.511
Kohn-Sham gap (hartree): 0.307

Mulliken atomic charge list, values in e, 6 entries:
1 C -0.873
2 C 0.667
3 O -0.702
4 O -0.810
5 H 0.222
6 H 0.264